Record 1
Density functional theory data (wB97M-V/def2-TZVPD) for a single C15H25ClN2 molecule.

```
43
Properties=species:S:1:pos:R:3
Cl -3.217 -2.924 0.250
C -3.649 -1.261 0.400
C -3.432 -0.558 1.501
C -3.830 0.883 1.459
H -4.921 0.964 1.430
C -3.254 1.547 0.197
H -3.677 2.551 0.113
C -3.537 0.721 -1.081
C -4.279 -0.592 -0.776
H -4.269 -1.238 -1.653
H -5.322 -0.361 -0.536
C -2.142 0.448 -1.657
N -1.269 0.477 -0.502
C 0.137 0.468 -0.830
H 0.458 1.405 -1.320
C 0.994 0.235 0.418
N 2.378 -0.025 0.060
C 3.318 0.382 1.088
C 4.746 0.286 0.557
C 5.050 -1.144 0.126
C 4.000 -1.586 -0.887
C 2.604 -1.415 -0.296
H 1.855 -1.716 -1.029
H 2.496 -2.073 0.588
H 4.079 -0.969 -1.783
H 4.152 -2.629 -1.169
H 6.050 -1.207 -0.308
H 5.017 -1.804 0.997
H 4.844 0.951 -0.302
H 5.445 0.612 1.330
H 3.102 1.418 1.364
H 3.222 -0.242 1.997
H 0.551 -0.590 0.999
H 0.965 1.134 1.037
H 0.301 -0.349 -1.536
C -1.720 1.622 0.262
H -1.350 1.563 1.285
H -1.363 2.568 -0.185
H -1.873 1.232 -2.390
H -2.073 -0.522 -2.152
H -4.137 1.292 -1.793
H -3.479 1.411 2.345
H -2.970 -0.968 2.383
```

Summary:
Kohn-Sham gap in Ha: 0.3354
HOMO energy in eV: -8.2
Structure (SMILES): ClC1=CC[C@H]2CN(CCN3CCCCC3)C[C@H]2C1
Relative energy (zero: lowest compared OMol25 entry of this formula, charge and spin) in kJ/mol: 6.8

Record 2
Density functional theory data (wB97M-V/def2-TZVPD) for a molecular structure, C23H22IN3O5PbS.

```
56
Properties=species:S:1:pos:R:3
Pb -1.263 -1.610 -0.108
I -3.690 -0.584 -1.804
C -2.970 1.382 -1.617
C -3.654 2.346 -2.296
C -3.251 3.693 -2.198
C -2.187 4.026 -1.416
C -1.469 3.034 -0.703
C -0.368 3.400 0.109
C 0.331 2.453 0.795
C -0.040 1.096 0.684
C -1.092 0.677 -0.094
C -1.841 1.662 -0.798
H -4.504 2.085 -2.911
H -3.796 4.451 -2.746
H -1.869 5.058 -1.327
H -0.096 4.447 0.169
H 1.172 2.734 1.416
H 0.548 0.368 1.238
C 2.747 -2.625 3.112
S 1.436 -2.586 1.881
C 2.334 -3.424 0.573
O 0.374 -3.516 2.354
H 3.029 -3.662 3.290
H 2.345 -2.185 4.022
H 3.597 -2.043 2.757
H 2.607 -4.422 0.916
H 3.218 -2.848 0.299
H 1.659 -3.482 -0.281
C -4.593 0.924 4.529
N -3.722 -0.028 3.866
C -3.230 -1.199 4.393
C -2.464 -1.762 3.415
N -2.478 -0.954 2.305
C -3.238 0.071 2.609
H -4.775 0.585 5.546
H -5.548 0.998 4.010
H -4.127 1.907 4.567
H -3.466 -1.510 5.395
H -1.893 -2.676 3.434
H -3.450 0.909 1.962
O -0.465 -0.221 -3.117
C 0.496 -0.794 -2.623
O 0.455 -1.652 -1.662
C 1.890 -0.492 -3.136
C 2.071 0.369 -4.211
C 3.348 0.675 -4.662
C 4.460 0.135 -4.036
C 4.257 -0.711 -2.959
C 2.994 -1.040 -2.505
N 5.423 -1.270 -2.257
O 5.222 -1.912 -1.241
O 6.523 -1.069 -2.730
H 1.190 0.792 -4.677
H 3.480 1.345 -5.502
H 5.465 0.361 -4.359
H 2.867 -1.706 -1.668
```

Summary:
Kohn-Sham gap in Ha: 0.2924
HOMO energy in eV: -8.1

Record 3
Density functional theory data (wB97M-V/def2-TZVPD) for a single C6H10O molecule.

```
17
Properties=species:S:1:pos:R:3
C -0.164 -0.483 0.331
C 1.132 -0.920 -0.157
C -0.653 0.848 -0.107
C 1.569 -2.265 0.435
C 0.085 1.586 -1.057
C -1.976 1.294 0.429
O -0.828 -1.223 1.092
H 1.777 -0.503 -0.912
H 1.453 -2.275 1.581
H 2.547 -2.630 0.215
H 0.981 -3.019 0.140
H -0.315 2.549 -1.140
H 0.149 1.105 -1.995
H 1.200 1.669 -0.736
H -2.916 1.290 -0.179
H -1.810 2.317 0.749
H -2.231 0.659 1.314
```

Summary:
Kohn-Sham gap (alpha / beta) in Ha: 0.2947 / 0.2624
HOMO energy (alpha / beta) in eV: -8.5 / -8.0
Relative energy (zero: lowest compared OMol25 entry of this formula, charge and spin) in kJ/mol: 282.0

Record 4
Density functional theory data (wB97M-V/def2-TZVPD) for 2 unconnected molecules or ions with the total composition C2H9N4.

```
15
Properties=species:S:1:pos:R:3
C 1.552 -0.254 -0.071
C -2.073 0.511 0.556
N 2.740 -0.840 0.319
N 1.616 1.073 -0.456
N -2.945 0.303 -0.337
N 0.400 -0.840 0.020
H -1.961 -0.488 1.092
H -1.491 1.361 0.838
H 3.450 -0.078 0.084
H 2.877 -1.217 1.227
H 2.508 1.541 -0.564
H 0.812 1.510 -0.816
H -3.151 -0.697 -0.330
H -3.441 1.021 -1.018
H 0.457 -1.758 0.316
```

Summary:
Total charge: +1
Kohn-Sham gap in Ha: 0.2931
HOMO energy in eV: -12.6
Relative energy (zero: lowest compared OMol25 entry of this formula, charge and spin) in kJ/mol: 221.6

Record 5
Density functional theory data (wB97M-V/def2-TZVPD) for a molecular structure, C10H30ClILaP3.

```
46
Properties=species:S:1:pos:R:3
C -0.684 0.035 -3.876
I -2.723 0.800 -2.466
H 0.389 0.148 -3.591
H -0.953 0.706 -4.684
H -0.945 -0.980 -4.159
La -0.103 -0.146 -1.332
P 0.403 2.718 -0.546
C -1.119 3.743 -0.518
C 1.517 3.600 0.615
H 1.777 4.591 0.212
H 1.418 4.275 -2.094
H 2.450 3.025 0.737
H 2.046 2.619 -2.373
H -1.597 3.687 0.470
H 1.055 3.744 1.603
C 1.140 3.213 -2.162
H -0.864 4.789 -0.731
H 0.426 3.076 -2.992
H -1.818 3.368 -1.281
P 0.423 -2.858 -0.226
C -0.992 -3.980 0.010
C 1.195 -3.557 -1.739
H 2.520 -2.767 0.948
H 1.868 -4.446 0.898
H 1.214 -3.222 2.055
C 1.619 -3.387 1.050
H 2.040 -2.924 -2.057
H 1.538 -4.579 -1.517
H -0.643 -5.020 0.091
H -1.664 -3.880 -0.856
H 0.454 -3.579 -2.555
H -1.563 -3.693 0.904
Cl 2.544 -0.113 -1.559
C 0.360 0.960 2.910
P -0.564 -0.117 1.763
C -0.964 -1.506 2.906
C -2.195 0.748 1.807
H 1.248 0.419 3.259
H -0.286 1.205 3.771
H 0.695 1.881 2.405
H -0.038 -1.969 3.265
H -1.519 -1.085 3.762
H -1.577 -2.280 2.423
H -2.488 0.847 2.864
H -2.108 1.738 1.336
H -2.934 0.156 1.249
```

Summary:
Total charge: +2
Kohn-Sham gap in Ha: 0.2162
HOMO energy in eV: -15.3
Relative energy (zero: lowest compared OMol25 entry of this formula, charge and spin) in kJ/mol: 139.4

Record 6
Density functional theory data (wB97M-V/def2-TZVPD) for a molecular structure, C16H11F5N3O2TeV.

```
39
Properties=species:S:1:pos:R:3
V -0.923 -0.108 -0.137
C -0.668 4.043 1.294
C 0.439 4.481 0.584
C 1.232 3.553 -0.071
C 0.890 2.214 0.006
N -0.204 1.789 0.672
C -0.964 2.693 1.294
C 1.722 1.109 -0.522
C 3.055 1.186 -0.894
C 3.763 0.003 -1.056
C 3.167 -1.210 -0.739
C 1.827 -1.213 -0.389
N 1.112 -0.079 -0.416
C 1.072 -2.329 0.208
C 1.554 -3.619 0.351
C 0.784 -4.554 1.021
C -0.449 -4.176 1.530
C -0.879 -2.878 1.332
N -0.141 -1.966 0.688
H -1.308 4.734 1.822
H 0.682 5.533 0.539
H 2.099 3.867 -0.635
H -1.849 2.317 1.792
H 3.547 2.141 -1.006
H 4.803 0.033 -1.348
H 3.746 -2.121 -0.732
H 2.519 -3.888 -0.054
H 1.143 -5.567 1.146
H -1.075 -4.873 2.067
H -1.847 -2.546 1.687
F -2.860 -0.290 0.515
Te -3.709 0.857 -0.960
F -5.134 -0.189 -0.468
F -4.677 1.985 -2.028
F -3.607 -0.339 -2.386
F -4.140 1.968 0.457
O -2.000 1.404 -1.174
O -1.403 -2.414 -2.354
C -1.319 -1.552 -1.638
```

Summary:
Total charge: +1
<S²>: 0.77
Kohn-Sham gap (alpha / beta) in Ha: 0.2710 / 0.2340
Multiplicity: 2
HOMO energy (alpha / beta) in eV: -11.3 / -10.4

Record 7
Density functional theory data (wB97M-V/def2-TZVPD) for a single C20H25N3O5S molecule.

```
54
Properties=species:S:1:pos:R:3
O 4.495 4.248 0.254
N 4.956 3.092 -0.022
O 6.100 2.795 0.106
C 3.872 2.123 -0.467
C 4.212 0.665 -0.875
C 3.181 -0.157 -1.061
C 1.797 0.175 -1.052
C 1.517 1.660 -1.093
C 2.438 2.578 -0.680
H 2.266 3.533 -0.391
H 0.457 2.162 -1.055
N 0.843 -0.544 -1.661
S 1.324 -2.486 -1.517
O 2.278 -2.599 -2.362
O 0.019 -2.988 -1.565
C 1.971 -2.490 0.346
C 3.237 -3.364 0.385
C 3.752 -3.406 1.659
C 3.316 -2.650 2.624
C 2.014 -1.974 2.679
C 1.401 -1.874 1.229
H 0.411 -1.219 1.361
H 1.588 -1.450 3.485
H 3.609 -2.820 3.832
H 4.692 -3.759 1.437
H 3.709 -3.623 -0.564
C -0.364 -0.485 -2.040
H -0.654 -0.980 -2.692
H -0.394 0.556 -2.554
C -1.386 -0.146 -0.846
C -2.820 0.020 -1.619
N -3.969 0.414 -0.953
C -4.011 1.914 -0.653
C -3.432 2.311 0.584
C -3.992 1.632 1.825
C -3.692 0.401 1.691
C -4.355 -0.271 0.178
H -4.192 -1.321 0.467
H -5.486 -0.087 0.440
H -4.288 -0.218 2.587
H -2.586 -0.097 1.789
H -3.614 2.129 2.972
H -5.128 1.853 1.939
H -3.685 3.364 0.701
H -2.429 2.392 0.504
H -3.453 2.288 -1.567
H -5.031 2.003 -0.610
H -2.631 0.334 -2.462
H -3.048 -1.036 -1.932
O -1.423 -1.036 0.115
H -1.186 -1.915 -0.426
H -1.217 0.879 -0.442
H 3.719 -1.006 -1.482
H 5.293 0.479 -0.544
```

Summary:
Kohn-Sham gap in Ha: 0.2563
HOMO energy in eV: -7.6
Structure (SMILES): O=[N+]([O-])c1ccc(N(C[C@H](O)CN2CCCCC2)S(=O)(=O)c2ccccc2)cc1
Relative energy (zero: lowest compared OMol25 entry of this formula, charge and spin) in kJ/mol: 2163.3

Record 8
Density functional theory data (wB97M-V/def2-TZVPD) for 7 unconnected molecules or ions with the total composition C43H35F7N3O6S2.

```
96
Properties=species:S:1:pos:R:3
O 0.504 1.570 -3.527
C 0.764 2.281 -2.421
F 2.010 3.126 -2.456
N -0.048 2.270 -1.140
C -1.190 1.281 -1.176
O -2.362 1.729 -1.701
S -1.175 -0.489 -0.568
O -2.066 -1.299 -1.591
O -1.954 -0.621 0.799
N 0.377 -1.276 -0.575
S 1.539 -0.529 0.481
O 2.355 0.638 -0.156
O 2.610 -1.644 0.801
C 0.888 0.049 2.135
C 0.536 -0.880 3.426
C 0.030 -0.195 4.783
N -0.199 1.228 5.160
C 0.099 2.029 3.941
C 0.613 1.616 2.481
H -0.520 3.220 -1.082
H 0.677 -2.047 3.362
H -0.180 -0.955 5.682
H -0.046 3.205 4.108
H 0.814 2.437 1.662
F 1.596 -3.454 6.125
C 2.479 -4.168 5.415
C 3.503 -3.513 4.739
C 4.425 -4.256 4.004
C 4.307 -5.647 3.942
C 3.273 -6.295 4.619
C 2.357 -5.552 5.364
H 3.574 -2.431 4.792
H 5.234 -3.755 3.478
H 5.024 -6.226 3.365
H 3.180 -7.377 4.567
H 1.552 -6.040 5.904
F 4.060 5.162 1.073
C 4.127 6.061 0.082
C 3.437 5.827 -1.102
C 3.503 6.765 -2.132
C 4.268 7.922 -1.971
C 4.961 8.146 -0.780
C 4.886 7.213 0.254
H 2.854 4.918 -1.213
H 2.960 6.595 -3.059
H 4.323 8.652 -2.776
H 5.559 9.046 -0.658
H 5.411 7.375 1.189
F -1.427 -6.284 -5.429
C -1.362 -4.949 -5.520
C -1.374 -4.183 -4.360
C -1.301 -2.793 -4.454
C -1.228 -2.184 -5.709
C -1.221 -2.961 -6.868
C -1.283 -4.351 -6.773
H -1.439 -4.673 -3.394
H -1.301 -2.185 -3.552
H -1.175 -1.099 -5.782
H -1.169 -2.485 -7.844
H -1.270 -4.971 -7.663
F -8.238 0.305 1.928
C -7.355 -0.409 1.218
C -6.331 0.246 0.542
C -5.408 -0.498 -0.194
C -5.526 -1.889 -0.255
C -6.561 -2.536 0.422
C -7.476 -1.793 1.167
H -6.259 1.327 0.594
H -4.599 0.004 -0.719
H -4.809 -2.468 -0.832
H -6.653 -3.618 0.370
H -8.281 -2.281 1.707
F 5.581 -4.272 -6.356
C 4.579 -4.243 -5.468
C 3.278 -4.483 -5.897
C 2.234 -4.459 -4.971
C 2.502 -4.182 -3.628
C 3.811 -3.937 -3.209
C 4.855 -3.973 -4.132
H 3.088 -4.688 -6.945
H 1.215 -4.653 -5.295
H 1.687 -4.158 -2.908
H 4.016 -3.718 -2.164
H 5.879 -3.793 -3.822
F -1.233 4.540 3.532
C -2.465 4.999 3.787
C -3.364 4.198 4.483
C -4.645 4.677 4.752
C -5.019 5.949 4.313
C -4.111 6.745 3.611
C -2.826 6.269 3.352
H -3.059 3.208 4.809
H -5.353 4.061 5.302
H -6.020 6.321 4.520
H -4.405 7.733 3.267
H -2.106 6.878 2.815
```

Summary:
Total charge: -1
Kohn-Sham gap in Ha: 0.2830
HOMO energy in eV: -6.9
Relative energy (zero: lowest compared OMol25 entry of this formula, charge and spin) in kJ/mol: 1214.7